# C15H23ClN2O4S

An isolated molecule of C15H23ClN2O4S (ωB97M-V/def2-TZVPD, the Open Molecules 2025 dataset).

XYZ file:
```
46
Properties=species:S:1:pos:R:3:forces:R:3
C 1.58456 -4.93442 -1.55508 -0.3 -0.1 -0.1
H 2.26656 -4.08790 -1.54147 0.1 0.1 0.0
H 2.10631 -5.77883 -1.99840 0.1 -0.1 0.0
H 1.33047 -5.18998 -0.52887 0.0 0.0 0.1
C 0.32534 -4.61725 -2.35926 0.0 0.2 0.0
C 0.67705 -4.24156 -3.79726 -0.1 -0.1 0.2
H 1.33279 -3.37502 -3.82744 0.1 0.1 -0.1
H -0.22208 -4.01363 -4.36509 -0.1 0.1 -0.1
H 1.18854 -5.06803 -4.28416 0.1 -0.1 -0.1
C -0.50428 -3.51685 -1.68583 -0.3 -0.3 0.0
N 0.23905 -2.28624 -1.61070 0.4 -0.3 -0.2
C -0.20913 -1.11982 -1.14192 0.1 0.4 0.1
C -1.51590 -0.98489 -0.62544 -0.1 0.0 0.0
C -1.96578 0.22605 -0.15445 0.2 -0.2 -0.1
C -1.14120 1.35128 -0.17919 -0.3 0.8 0.4
C 0.13858 1.24426 -0.66712 0.1 -0.2 -0.1
C 0.63429 0.03287 -1.14655 -0.3 0.2 0.1
C 2.00338 -0.03809 -1.65204 0.3 -0.4 -0.2
O 2.53705 -1.03490 -2.11075 0.0 0.1 0.0
O 2.67445 1.11622 -1.57131 0.1 0.5 0.1
H 3.56853 0.99894 -1.92888 -0.2 -0.2 0.0
H 0.75737 2.12730 -0.67501 0.1 0.0 0.0
S -1.72875 2.92864 0.40692 -0.2 -0.1 0.4
O -3.00133 3.25406 -0.16162 -0.1 0.0 0.0
O -0.67327 3.88702 0.22506 0.2 -0.2 -0.1
N -2.03644 2.57961 2.00540 0.2 0.3 -0.9
H -2.68043 3.24383 2.40371 -0.3 0.1 -0.1
C -1.00587 2.11742 2.90584 0.5 -0.1 0.3
H -1.52350 1.59881 3.72042 0.1 0.0 -0.1
H -0.42657 1.37489 2.35054 0.0 -0.1 0.2
C -0.05043 3.17628 3.50323 0.0 0.0 -0.2
C -0.76541 4.50622 3.73018 0.2 -0.3 0.1
H -1.02978 4.95354 2.77422 0.0 0.1 0.0
H -1.66651 4.36915 4.32626 -0.1 0.1 0.1
H -0.10997 5.19535 4.25740 0.0 0.1 0.1
C 1.18500 3.38085 2.62985 -0.1 0.0 0.2
H 0.89308 3.75834 1.65434 0.1 0.0 0.0
H 1.85671 4.09937 3.09428 0.1 0.1 0.0
H 1.72260 2.44343 2.49965 0.1 -0.1 0.0
H 0.27676 2.78582 4.47477 -0.1 0.0 -0.1
Cl -3.54525 0.37393 0.47799 -0.5 -0.6 0.0
H -2.17344 -1.83647 -0.59607 -0.1 -0.1 0.0
H 1.19313 -2.28358 -1.95833 -0.2 0.1 0.1
H -0.78662 -3.84369 -0.67641 -0.1 0.0 -0.1
H -1.42559 -3.35848 -2.26046 0.0 0.0 0.1
H -0.30409 -5.51386 -2.38098 0.0 0.1 0.0
```
Forces are in eV/Å.

Properties
Multiplicity: 1
Net charge: 0
Total energy in eV: -50456.9746
LUMO level in eV: 0.07
HOMO-LUMO gap in eV: 8.61
Structure (SMILES): CC(C)CNc1cc(Cl)c(S(=O)(=O)NCC(C)C)cc1C(=O)O

Mulliken population analysis, charges in e, atoms 1 to 5:
1 C -1.299
2 H 0.242
3 H 0.429
4 H 0.345
5 C 0.047

---

# C3H12N3O

A cluster of 2 separate species, C3H12N3O in total at a distorted geometry (ωB97M-V/def2-TZVPD, the Open Molecules 2025 dataset).

XYZ file:
```
19
Properties=species:S:1:pos:R:3:forces:R:3
C 0.21982 -0.17718 2.29532 -1.1 -1.5 -0.4
C -0.90504 -0.03461 1.24952 -0.3 0.8 0.0
N -0.41648 -0.19391 -0.13513 -0.2 1.3 1.6
C -0.17988 0.85592 -0.91614 0.0 -2.0 0.3
N 0.35665 0.60912 -2.09595 1.0 0.6 -0.4
N -0.63892 2.11725 -0.62977 -0.7 0.8 -0.4
H -0.24683 -0.77734 3.08121 0.4 0.3 0.3
H 0.61765 0.73773 2.69838 0.0 0.4 -0.1
H 1.01827 -0.79836 1.88357 0.1 0.1 0.1
H -1.73570 -0.72965 1.36971 0.4 -0.4 0.2
H -1.41675 0.92464 1.37251 0.3 0.0 -0.3
H -0.00961 -1.11914 -0.27284 -0.1 0.3 -0.9
H 0.82486 -0.27766 -2.24407 -0.3 -0.1 0.0
H 0.67371 1.38871 -2.65602 -0.3 0.0 0.1
H -0.24043 2.73628 0.06586 0.3 -0.5 -0.1
H -1.65049 2.12488 -0.58891 0.0 0.2 0.1
H 1.86731 -2.21103 -1.08713 -0.1 -0.1 0.0
H 0.91521 -2.95162 -2.00517 -0.2 -0.4 -0.3
O 0.94663 -2.22404 -1.38495 0.7 0.3 0.1
```
Forces are in eV/Å.

Properties
Multiplicity: 1
Net charge: +1
Total energy in eV: -9817.8127
LUMO level in eV: -2.99
HOMO-LUMO gap in eV: 11.48

Mulliken population analysis, charges in e, atoms 1 to 5:
1 C -0.963
2 C -0.639
3 N -0.090
4 C 0.483
5 N -0.254

---

# C3H4O4Rh

A structure of composition C3H4O4Rh at a distorted geometry (ωB97M-V/def2-TZVPD, the Open Molecules 2025 dataset).

XYZ file:
```
12
Properties=species:S:1:pos:R:3:forces:R:3
O -1.38558 -1.16029 1.08967 0.1 0.9 -1.3
C 0.32275 1.32823 -0.69054 1.4 -1.4 -0.8
C 0.02596 -1.25569 0.84105 -1.4 -0.5 0.7
O 0.83469 2.41203 -0.22296 1.6 -1.8 0.3
O 1.03889 0.27218 -0.78026 -0.8 -1.2 0.1
C 0.41619 -1.09381 -0.60264 3.1 1.1 1.6
H 0.32225 -2.27034 1.15228 0.0 0.4 -0.1
H 0.53577 -0.52533 1.50805 0.1 -0.3 -0.6
H 1.31122 -1.71683 -0.75786 -0.8 0.0 -1.1
Rh -0.82920 3.23628 -0.67194 -3.5 6.4 0.2
O -0.86483 1.41903 -1.18854 0.4 -2.9 -0.1
H -1.72811 -0.64548 0.32370 -0.2 -0.6 1.0
```
Forces are in eV/Å.

Properties
Multiplicity: 5
Net charge: +1
Total energy in eV: -14359.7630
<S²>: 6.01
LUMO level (alpha / beta) in eV: -6.00 / -7.78
HOMO-LUMO gap (alpha / beta) in eV: 8.25 / 6.43

Mulliken population analysis, charges in e, atoms 1 to 5:
1 O -0.470
2 C 1.332
3 C -0.307
4 O -0.633
5 O -0.225

---

Sequential energy above the lowest of the compared OMol25 structures with the same formula, charge and spin output: 4.4 23.1 0.0 kcal/mol